Entry 1:
# C38H39MgN4O4PS

C38H39MgN4O4PS as an isolated structure (ωB97M-V/def2-TZVPD, the OMol25 dataset).

Structure (XYZ):
```
88
Properties=species:S:1:pos:R:3:forces:R:3
H -0.51127 -4.44432 -4.17406 0.02 -0.01 0.01
C 3.40190 -0.54105 1.63056 -0.03 0.03 0.06
C -0.40295 1.70256 2.45137 0.00 -0.01 0.01
H 3.63732 -1.43805 4.89364 0.00 0.01 0.00
H -4.72399 2.67022 2.91327 0.00 0.02 -0.01
C -4.06746 0.11740 2.55917 0.02 0.01 0.02
H 2.03628 1.59699 -1.30367 0.00 0.01 0.01
H -3.95523 -5.04917 -1.67836 -0.01 0.00 0.00
C -3.98677 2.53705 2.11199 0.03 0.02 -0.06
C -0.91540 3.53135 -1.84397 -0.04 -0.07 -0.05
H 3.23589 2.46428 -3.30331 -0.01 0.01 -0.01
C 2.83262 1.02597 -1.76536 -0.03 -0.03 -0.03
H 2.26047 -1.85732 2.89121 0.00 -0.02 -0.02
O -3.05985 -0.34620 -1.01762 0.14 -0.12 -0.06
H 0.39651 1.58183 1.72341 0.02 0.01 0.03
H 1.07203 -6.21935 -0.51236 0.00 -0.01 0.00
C -3.14308 -3.07795 -1.68592 -0.03 -0.02 0.07
C -3.15758 -1.07893 2.27756 -0.01 0.02 -0.02
C -0.32931 5.87517 -2.12200 0.00 0.00 -0.01
H 3.20827 -5.62766 0.57476 0.01 0.00 0.00
C 2.52952 -4.84772 0.25449 0.03 -0.01 0.00
C 0.77490 -2.85281 -0.55617 0.04 0.01 0.05
H 0.09167 -0.18216 3.34606 0.01 -0.01 -0.02
H 4.40583 -1.96314 -1.43725 -0.01 -0.01 0.00
H -4.20947 3.23067 1.30394 0.01 0.01 0.01
N -1.04270 -0.10420 -2.13338 0.07 0.13 0.08
C -0.79526 0.31256 2.95242 -0.03 0.09 -0.09
H -4.84044 1.10471 0.92923 -0.06 0.00 0.08
H -5.08989 -0.25125 2.68820 0.03 -0.01 0.05
H 6.07324 1.27659 2.65200 0.01 0.00 0.00
O -4.09091 -2.64912 -0.82623 -0.02 -0.05 -0.02
C 5.24158 0.58634 2.70348 0.00 -0.01 0.00
C 3.16617 -0.21647 -1.23426 0.05 0.07 0.03
C 0.44953 -4.18368 -0.76675 0.00 -0.05 0.17
H -2.50854 3.89481 2.88292 -0.02 -0.01 0.01
C 4.94116 -0.05304 3.89614 0.01 0.00 0.02
C -3.17438 -4.41648 -2.07879 0.04 -0.03 0.01
H -3.78424 0.56151 3.51514 0.01 0.01 -0.01
N -4.03655 1.18134 1.54203 -0.04 -0.04 -0.13
H -1.15567 3.16942 1.24722 0.02 0.01 0.03
O -2.94681 3.01172 -0.64354 0.03 0.25 -0.04
H -1.52705 0.36715 3.75921 0.02 -0.02 0.03
H 0.33510 6.63367 -2.51173 0.02 0.00 0.01
H -0.44790 -2.07057 -3.45035 0.00 0.00 -0.01
C -2.07532 -0.80100 -1.75283 -0.14 -0.15 -0.09
C -1.47759 6.22672 -1.41197 -0.01 0.01 0.02
H -3.06121 -1.66888 3.19091 -0.04 -0.03 -0.01
H -2.27961 -5.93985 -3.27455 0.01 -0.02 0.01
C -2.34030 5.26379 -0.93597 0.01 0.03 0.01
C 1.32685 -5.17854 -0.35693 0.00 0.02 0.01
C -0.07936 4.53680 -2.33846 0.05 0.04 0.01
C 2.86056 -3.51663 0.46138 0.07 0.00 -0.04
Mg -2.40916 1.25678 0.01670 -0.25 -0.05 0.36
H 4.71495 0.84034 0.64081 -0.01 0.00 0.00
C -1.20979 -2.74267 -3.07868 -0.09 0.04 -0.13
P 2.27321 -0.75124 0.23725 -0.09 -0.17 -0.24
C 4.81569 -0.51268 -2.95939 0.01 0.00 -0.01
H -2.46347 2.30889 3.62077 -0.01 0.03 0.02
H 5.54184 0.13436 4.77674 0.01 0.00 0.00
H -1.70171 7.27235 -1.23776 -0.01 0.01 -0.01
C 4.48714 0.73170 -3.48186 0.01 0.00 -0.02
H -0.48627 -4.43409 -1.25130 0.16 -0.02 0.22
H 4.99989 1.09847 -4.36156 0.01 0.01 -0.01
C -2.23491 -4.90276 -2.96640 -0.05 0.03 -0.12
H -0.06453 1.95622 -3.14304 0.00 0.01 0.01
C -2.59071 2.82610 2.66782 0.01 -0.03 0.05
H 0.79477 4.23989 -2.90946 -0.01 -0.01 -0.03
O 0.99767 -0.00181 0.38946 0.09 0.21 0.21
C -2.14393 -2.22561 -2.17942 0.00 0.02 -0.16
H -3.93437 -1.67057 -0.75548 0.00 0.04 0.00
C 1.98211 -2.51572 0.05554 -0.10 -0.02 0.00
H 3.80001 -3.26153 0.93761 0.00 0.00 0.03
C 3.49601 1.49913 -2.88824 0.00 0.01 0.01
N -1.51353 2.37720 1.77092 0.03 0.07 -0.06
C 3.10082 -1.17397 2.83718 -0.03 -0.01 0.01
C -0.63836 2.15063 -2.23383 -0.08 0.06 0.03
S -1.50704 -0.71322 1.62781 0.07 -0.05 0.08
H -3.59071 -1.73347 1.51929 0.01 0.02 -0.02
C 4.15637 -0.98729 -1.83703 0.02 0.00 0.03
H -3.24432 5.54263 -0.40765 -0.01 0.00 0.00
N -1.13682 1.17361 -1.58897 0.04 -0.22 -0.20
H 0.09374 -2.06599 -0.86079 0.12 -0.01 0.05
C 3.86985 -0.93525 3.96384 0.01 0.00 0.00
C -2.10300 3.88164 -1.12052 0.09 -0.07 -0.02
C -1.24433 -4.06541 -3.47493 -0.17 0.05 -0.19
H 5.58065 -1.11456 -3.43206 0.00 0.00 0.00
C 4.47473 0.34236 1.57225 0.04 -0.01 -0.03
H -0.02382 2.29047 3.29844 -0.04 -0.01 0.01
```
Forces are in eV/Å.

Computed properties:
E_HOMO = -7.2 eV
net charge = 0

Entry 2:
# C38H39N2OP3Re

C38H39N2OP3Re as an isolated structure (ωB97M-V/def2-TZVPD, the OMol25 dataset).

Structure (XYZ):
```
84
Properties=species:S:1:pos:R:3:forces:R:3
Re 0.26320 0.20310 -0.83065 1.55 3.98 -1.47
H -0.29690 2.49186 1.62258 -0.04 0.09 0.35
H -2.15343 2.87539 0.46607 -0.06 0.10 -0.28
H -2.63860 0.42353 4.02891 -0.05 -0.34 0.02
C 1.02216 4.00036 -4.30301 1.01 -1.16 0.35
C -0.33188 2.48596 2.71328 -0.06 -0.23 0.27
H 4.42428 -0.62047 3.88653 -0.24 -0.17 -0.06
H -4.57582 -0.92913 4.78212 0.17 -0.10 -0.22
C -1.15280 2.29859 -3.67655 0.99 -0.92 0.25
C 1.18818 -2.62193 3.07120 0.19 0.25 0.14
C 0.57948 -2.36405 -3.28752 -0.16 0.44 0.11
C 3.52048 -1.18377 3.65397 -0.08 -0.07 -0.06
C -3.85365 -1.36064 4.08956 -0.03 -0.16 -0.16
H 3.42919 2.77463 -3.74381 -0.12 -0.06 -0.07
C 3.52317 -2.58143 3.71918 -0.20 0.15 -0.10
O 3.34409 -0.20696 -0.53285 -3.56 0.72 -0.30
H -3.05693 3.34761 -1.01782 0.23 -0.14 0.19
C -1.39648 -2.89909 -1.32731 -0.18 -0.17 0.20
H 5.01102 -1.73260 -4.64409 -0.25 0.17 0.07
C 2.75739 0.73604 -3.88893 0.37 -1.90 -0.41
H 4.87120 0.75498 -4.34520 -0.22 -0.31 0.09
H -1.27730 -2.88949 1.60381 -0.28 0.08 0.29
C -1.35912 3.59507 -4.14402 0.31 0.94 -0.15
C 1.18218 -1.21567 3.00911 0.33 -0.50 0.28
H 2.41219 -2.71406 -0.93642 -0.29 -0.04 0.01
H 0.98117 1.84155 -1.19129 -0.82 -1.28 0.27
H -1.86736 -2.66605 -0.36395 0.06 -0.09 -0.32
H 2.36030 0.58982 3.23051 0.06 -0.30 0.08
C 0.17427 1.78170 -3.66304 -0.13 1.29 -0.08
H -2.38367 3.95989 -4.23605 0.32 -0.02 0.06
H -0.28737 2.39648 6.61062 -0.01 0.05 -0.32
H -4.25228 0.94620 -0.72582 0.13 -0.28 0.06
C -2.12591 2.90778 -0.63104 0.09 -0.07 0.09
H -3.22626 2.03725 -3.14277 0.17 -0.20 -0.09
H -1.27489 3.52079 -0.95364 -0.19 -0.12 0.09
H -0.16172 0.27280 5.32585 -0.01 0.28 -0.06
C -3.10614 -3.20345 2.71059 0.12 0.09 -0.13
H -1.17586 -3.97534 -1.37626 -0.20 0.26 -0.05
H 4.43150 -3.11329 4.00622 -0.28 0.16 -0.09
C 2.36027 -3.29477 3.41585 -0.01 0.05 -0.05
C 1.60591 -0.09753 -3.69938 1.08 -0.34 0.25
H 1.23093 -4.06283 -0.91537 0.10 0.20 0.11
N 0.43815 0.48773 -3.25584 -0.48 -0.37 0.72
C -2.75676 -0.60339 3.68211 0.34 -0.16 -0.08
H -3.18094 0.06256 0.41276 -0.09 0.03 -0.23
C 2.18741 -0.04976 -0.63556 4.24 -1.09 0.22
P 0.15234 -1.97500 -1.51048 0.29 -2.59 -1.23
C -3.35887 0.31176 -0.64234 -0.21 0.16 -0.03
N -0.09044 0.06612 0.88587 -1.26 -0.51 2.66
H -0.33428 -2.18345 -3.87096 0.26 -0.06 0.07
H -2.08792 -2.62502 -2.13418 0.14 -0.07 0.18
H -0.50081 4.57414 5.40383 0.05 -0.29 -0.17
C 2.36143 -0.50061 3.29126 -0.12 -0.13 -0.07
C -0.42096 3.64326 4.84029 -0.01 -0.20 -0.16
C 2.94358 -2.06923 -4.14173 0.81 0.01 -0.02
C -0.26934 1.26076 3.39635 0.04 0.56 0.29
C 1.73067 -1.51464 -3.74659 -0.47 1.03 0.20
H -3.50618 -0.61322 -1.21420 0.02 0.21 0.17
C -1.99458 -2.46120 2.30809 -0.09 0.14 0.32
C -0.42657 3.67284 3.44192 0.04 -0.09 0.02
C 1.28273 2.65901 -3.91171 -1.75 0.72 -0.40
H -0.48659 5.45409 -4.80407 0.10 -0.31 0.12
C -4.02251 -2.66818 3.62206 0.19 0.24 -0.01
H 0.28030 -3.18807 2.87278 0.31 0.10 0.16
H 2.35813 -4.38488 3.44992 0.02 0.31 0.05
C 3.99609 0.11437 -4.20769 -0.90 1.36 0.29
H 1.29445 -2.88123 0.43700 0.08 -0.08 -0.25
P -1.91536 1.21297 -1.27697 -0.68 0.23 -0.56
H -3.24857 -4.21179 2.31874 0.02 0.30 0.12
C -0.31045 2.42321 5.52080 0.00 -0.04 -0.16
C -1.77924 -1.17138 2.83874 -0.64 -0.31 -0.07
H -0.50503 4.61983 2.90494 0.07 -0.25 0.24
H 0.84158 -3.42837 -3.33042 -0.17 0.20 -0.01
C -0.23671 1.22978 4.80543 -0.05 0.17 -0.28
C -2.27714 1.48924 -3.08379 0.20 -0.21 0.15
P -0.26271 -0.28418 2.51430 0.58 0.44 -1.12
H -4.87019 -3.26563 3.96500 0.29 0.20 -0.15
H -2.38245 0.50427 -3.55666 -0.02 0.22 0.06
C -0.28074 4.44141 -4.45386 -1.31 -0.24 -0.03
H 3.01833 -3.15429 -4.23112 0.08 0.31 0.01
H 1.87536 4.64982 -4.51458 -0.34 -0.12 0.15
C 1.39455 -3.01033 -0.64965 -0.24 -0.07 0.16
C 4.06885 -1.25929 -4.36601 -0.47 -1.09 -0.01
C 2.56321 2.11720 -3.74289 1.35 0.95 -0.49
```
Forces are in eV/Å.

Computed properties:
E_HOMO (spin up / spin down) = -11.3 / -13.6 eV
expectation value of S² = 3.785
2S+1 = 4
net charge = +2

Strongest force on any atom per entry: 0.440; 4.511 eV/Å
ΔE to the lowest compared entry with this formula, charge and spin per entry: 33.7; 0.0 kJ/mol